DFT (ωB97M-V/def2-TZVPD) results for a single C5H11NO molecule.

Calculated values
* HOMO level: -9.686 eV
* HOMO-LUMO gap: 10.58 eV
* SMILES: CC[C@@H](C)NC=O
* energy relative to the best compared isomer or geometry (same formula, charge and spin): 0.346 eV
* DFT total energy: -327.118633 Eh
* spin multiplicity: 1

XYZ file:
```
18
Properties=species:S:1:pos:R:3:nbo_charge:R:1
C 0.732 -0.036 -2.165 -0.6017
C 0.648 0.712 -0.837 -0.4000
C 0.073 -0.149 0.311 -0.0707
C 1.061 -0.309 1.466 -0.6087
N -1.197 0.393 0.779 -0.6149
C -2.283 -0.385 1.021 0.5292
O -2.339 -1.586 0.836 -0.6182
H 1.389 -0.909 -2.081 0.2042
H -0.257 -0.390 -2.477 0.2094
H 1.128 0.607 -2.958 0.2102
H 1.646 1.075 -0.560 0.1999
H 0.022 1.603 -0.967 0.2012
H -0.182 -1.144 -0.067 0.2288
H 1.969 -0.818 1.123 0.2129
H 1.357 0.669 1.867 0.1989
H 0.620 -0.899 2.275 0.2202
H -1.244 1.369 1.031 0.3910
H -3.143 0.199 1.401 0.1083
```